a | {
  "formula": "C2H2N2OS",
  "method": "ωB97M-V/def2-TZVPD",
  "elements": ["N", "N", "O", "C", "C", "S", "H", "H"],
  "coordinates": [[-0.0393, 1.0570, 0.9449], [-0.0179, 2.0277, 0.4215], [0.0245, 3.1124, -0.0100], [0.3649, -1.6493, 0.1057], [-0.4408, -0.8524, -0.5816], [-1.2704, -0.1044, -1.7127], [0.3949, -1.1299, 1.1068], [0.9841, -2.4610, -0.2745]],
  "e_homo_ev": -8.698,
  "lumo_ev": -0.446,
  "homo_lumo_gap_ev": 8.25
}

***

b | {
  "formula": "C2H2N2OS",
  "method": "ωB97M-V/def2-TZVPD",
  "elements": ["S", "C", "C", "N", "N", "O", "H", "H"],
  "coordinates": [[2.0285, -0.5234, -0.0278], [0.3509, -0.4015, 0.0071], [-0.4583, 0.6942, 0.0526], [-1.7544, 0.1954, -0.0388], [-1.7968, -1.0556, -0.0335], [-0.4189, -1.4944, 0.0358], [2.2888, 0.8246, 0.0877], [-0.2398, 1.7608, -0.0832]],
  "e_homo_ev": -9.420,
  "lumo_ev": 0.348,
  "homo_lumo_gap_ev": 9.77
}

***

Name the least stable of them. a.

***

a | {
  "formula": "C4H6N3",
  "method": "ωB97M-V/def2-TZVPD",
  "elements": ["C", "C", "C", "C", "N", "N", "N", "H", "H", "H", "H", "H", "H"],
  "coordinates": [[-0.8867, -3.1169, 0.2523], [-0.3830, -2.0221, 0.8344], [-0.2670, 0.9580, 0.3783], [1.1219, 0.6720, 0.1659], [-1.0421, -2.1566, -0.7026], [-0.0022, -1.4808, -0.3629], [0.0591, 0.0741, -0.7110], [-1.5222, -3.9957, 0.5544], [-0.7027, 0.4197, 1.1871], [-0.7543, 1.8743, 0.1526], [1.5341, 1.4659, -0.4347], [1.8215, 0.1105, 0.7744], [-0.1379, 0.3205, -1.7066]],
  "charge": 1,
  "e_homo_ev": [-14.043, -14.042],
  "lumo_ev": [-4.461, -4.462],
  "homo_lumo_gap_ev": [9.58, 9.58]
}

***

b | {
  "formula": "C4H6N3",
  "method": "ωB97M-V/def2-TZVPD",
  "elements": ["C", "C", "C", "C", "N", "N", "N", "H", "H", "H", "H", "H", "H"],
  "coordinates": [[-2.3855, -0.3209, -0.7805], [3.4635, 0.1733, 0.2347], [1.0493, -0.4929, -0.2146], [-0.0461, 0.2720, -0.6300], [2.2399, -0.0309, 0.0938], [-1.2690, -0.0984, -0.4953], [-3.7823, 0.2476, 0.4873], [3.7223, 0.6577, 1.1556], [4.2803, -0.0037, -0.4378], [0.8385, -1.3662, 0.3854], [0.1839, 1.3168, -0.9327], [-3.6846, -0.5115, 1.1969], [-4.6100, 0.1571, -0.0628]],
  "charge": 1,
  "e_homo_ev": [-13.183, -13.121],
  "lumo_ev": [-5.628, -6.342],
  "homo_lumo_gap_ev": [7.56, 6.78]
}

***

c | {
  "formula": "C4H6N3",
  "method": "ωB97M-V/def2-TZVPD",
  "elements": ["C", "C", "C", "C", "N", "N", "N", "H", "H", "H", "H", "H", "H"],
  "coordinates": [[-1.6802, -0.6453, -1.2978], [-0.7757, -0.0399, -0.4394], [1.6307, 0.4780, 0.9494], [1.0487, -0.7536, 0.4868], [-2.5914, 0.3072, -1.3780], [-1.1119, 1.1894, -0.0425], [-2.2128, 1.3125, -0.6428], [-1.7155, -1.5948, -1.7842], [2.0237, 1.1100, 0.1546], [0.9708, 1.0320, 1.6264], [2.4767, 0.2106, 1.6113], [1.3836, -1.2000, -0.4394], [0.5535, -1.4062, 1.1958]],
  "charge": 1,
  "e_homo_ev": [-15.684, -16.090],
  "lumo_ev": [-9.796, -8.954],
  "homo_lumo_gap_ev": [5.89, 7.14]
}

***

Name the least stable of them. a.

***

a | {
  "formula": "C2H5NO",
  "method": "ωB97M-V/def2-TZVPD",
  "elements": ["C", "C", "N", "O", "H", "H", "H", "H", "H"],
  "coordinates": [[-0.3140, 1.1878, 0.0274], [0.1370, -1.1025, -0.0506], [-0.8208, 0.0214, 0.0215], [-2.0282, -0.2818, 0.0885], [-1.7157, 2.5497, -0.0966], [0.5751, 1.5429, -0.2241], [1.1829, -1.0575, 0.4515], [-0.2962, -2.0359, 0.2153], [0.2907, -1.0906, -1.1295]],
  "e_homo_ev": [-9.124, -9.122],
  "lumo_ev": [-0.251, -0.252],
  "homo_lumo_gap_ev": [8.87, 8.87]
}

***

b | {
  "formula": "C2H5NO",
  "method": "ωB97M-V/def2-TZVPD",
  "elements": ["C", "N", "C", "O", "H", "H", "H", "H", "H"],
  "coordinates": [[0.1873, -0.4172, -0.9923], [-0.5404, 0.0142, 0.1793], [0.0882, 0.6104, 1.2336], [1.2588, 0.9204, 1.2258], [1.1268, 0.0959, -1.1505], [-0.4750, -0.4462, -1.8590], [0.3872, -1.4930, -0.9127], [-1.5387, 0.1301, 0.1076], [-0.4941, 0.5853, 2.1681]],
  "e_homo_ev": -9.781,
  "lumo_ev": 0.926,
  "homo_lumo_gap_ev": 10.71
}

***

Name the least stable of them. a.

***

a | {
  "formula": "C2H5NO",
  "method": "ωB97M-V/def2-TZVPD",
  "elements": ["C", "N", "C", "O", "H", "H", "H", "H", "H"],
  "coordinates": [[-1.0504, -0.2949, 0.0208], [0.1443, -0.5782, -0.7439], [1.2793, 0.5519, -0.0459], [1.3241, -0.8559, 0.0890], [-1.6856, 0.3884, -0.4494], [-1.7856, -1.2323, 0.1085], [-1.0776, -0.0947, 1.1045], [1.9717, 0.9050, -0.7591], [0.8799, 1.2109, 0.6755]],
  "e_homo_ev": -9.978,
  "lumo_ev": 1.068,
  "homo_lumo_gap_ev": 11.05
}

***

b | {
  "formula": "C2H5NO",
  "method": "ωB97M-V/def2-TZVPD",
  "elements": ["C", "C", "N", "O", "H", "H", "H", "H", "H"],
  "coordinates": [[1.1903, 0.2459, 0.0479], [-0.2038, -0.3206, 0.3433], [-1.1928, 0.0181, -0.6303], [-0.4102, -1.1155, 1.2343], [1.5729, 0.7014, 0.9650], [1.2085, 0.9831, -0.7599], [1.8602, -0.5796, -0.2338], [-2.0542, -0.6022, -0.4462], [-1.9709, 0.6694, -0.5203]],
  "e_homo_ev": -10.009,
  "lumo_ev": 0.924,
  "homo_lumo_gap_ev": 10.93
}

***

Name the least stable of them. a.

***

a | {
  "formula": "C31H28CsN9O2S2",
  "method": "ωB97M-V/def2-TZVPD",
  "elements": ["Cs", "C", "C", "N", "C", "S", "N", "N", "C", "C", "C", "C", "C", "C", "C", "N", "H", "H", "H", "H", "H", "H", "H", "H", "H", "H", "H", "H", "H", "N", "C", "N", "C", "N", "N", "C", "C", "C", "C", "C", "C", "N", "C", "C", "C", "C", "C", "C", "H", "H", "H", "H", "H", "H", "H", "H", "H", "H", "H", "O", "C", "O", "C", "C", "C", "C", "C", "C", "S", "H", "H", "H", "H"],
  "coordinates": [[0.0100, 0.6069, 0.4682], [6.1587, 2.3832, -3.0388], [4.8889, 3.1514, -2.6781], [4.4879, 2.9793, -1.3059], [3.8088, 1.8561, -0.8358], [2.9755, 0.8859, -1.9408], [3.9381, 1.7632, 0.4831], [3.1859, 0.8009, 1.0856], [3.4999, 0.5651, 2.3099], [4.6861, 1.1927, 2.9960], [2.6226, -0.3490, 3.0761], [2.5826, -0.2696, 4.4710], [1.7154, -1.0949, 5.1715], [0.9175, -1.9755, 4.4690], [1.0289, -1.9922, 3.0827], [1.8586, -1.2200, 2.3979], [6.4226, 2.5179, -4.0911], [5.9974, 1.3202, -2.8561], [7.0041, 2.7153, -2.4302], [4.0640, 2.8036, -3.3006], [5.0279, 4.2228, -2.8647], [5.0771, 3.3818, -0.5907], [5.4296, 1.4543, 2.2473], [5.1137, 0.5125, 3.7346], [4.4140, 2.1186, 3.5148], [3.1990, 0.4517, 4.9900], [1.6479, -1.0252, 6.2517], [0.1794, -2.6076, 4.9432], [0.3841, -2.6491, 2.5101], [-2.2180, -3.7110, -0.8047], [-1.6788, -2.4783, -0.6617], [-1.5315, -1.5906, -1.5772], [-1.9265, -1.9241, -2.8690], [-1.9355, -1.0791, -3.8375], [-1.2675, 0.1150, -3.5803], [-1.9379, 1.0644, -3.0757], [-1.2379, 2.2967, -2.6799], [-1.8740, 3.2351, -1.8665], [-1.1424, 4.3237, -1.4203], [0.1890, 4.4332, -1.7938], [0.7318, 3.4473, -2.6146], [0.0377, 2.4138, -3.0551], [-2.4443, -3.2820, -3.1286], [-2.7943, -3.7206, -4.4069], [-3.3213, -4.9834, -4.6007], [-3.5054, -5.8325, -3.5107], [-3.1505, -5.4295, -2.2391], [-2.6107, -4.1555, -2.0475], [-2.4606, -4.1764, 0.0708], [-1.4725, -2.2679, 0.3840], [-2.9882, 0.9610, -2.7976], [-2.8991, 3.0815, -1.5560], [-1.5984, 5.0561, -0.7657], [0.8101, 5.2488, -1.4460], [1.7770, 3.4712, -2.9096], [-2.6459, -3.0341, -5.2292], [-3.5931, -5.3148, -5.5951], [-3.9241, -6.8207, -3.6601], [-3.2818, -6.0834, -1.3861], [-1.1290, -0.2468, 2.7819], [-2.2507, 0.0346, 2.3134], [-2.4592, 0.8924, 1.4139], [-3.4822, -0.6928, 2.8585], [-4.5010, 0.1506, 3.2938], [-5.6813, -0.3238, 3.8449], [-5.8585, -1.6977, 3.9378], [-4.8671, -2.5502, 3.4922], [-3.6495, -2.0963, 2.9503], [-2.4972, -3.3330, 2.4632], [-4.3453, 1.2161, 3.1693], [-6.4493, 0.3646, 4.1813], [-6.7739, -2.1100, 4.3526], [-5.0089, -3.6227, 3.5560]],
  "charge": -2,
  "e_homo_ev": -1.548,
  "lumo_ev": 3.830,
  "homo_lumo_gap_ev": 5.38
}

***

b | {
  "formula": "C31H28CsN9O2S2",
  "method": "ωB97M-V/def2-TZVPD",
  "elements": ["Cs", "C", "C", "N", "C", "S", "N", "N", "C", "C", "C", "C", "C", "C", "C", "N", "H", "H", "H", "H", "H", "H", "H", "H", "H", "H", "H", "H", "H", "N", "C", "N", "C", "N", "N", "C", "C", "C", "C", "C", "C", "N", "C", "C", "C", "C", "C", "C", "H", "H", "H", "H", "H", "H", "H", "H", "H", "H", "H", "O", "C", "O", "C", "C", "C", "C", "C", "C", "S", "H", "H", "H", "H"],
  "coordinates": [[-0.6162, 0.5198, -0.0247], [-6.9137, -3.2811, 1.9246], [-5.7607, -3.2884, 2.9269], [-5.0025, -2.0626, 2.9385], [-3.9691, -1.7864, 2.0659], [-3.3314, -0.2010, 2.1773], [-3.6275, -2.8055, 1.3057], [-2.6703, -2.5641, 0.3741], [-2.1858, -3.6086, -0.2001], [-2.5771, -5.0218, 0.1589], [-1.1964, -3.4297, -1.2878], [-0.5912, -4.5445, -1.8876], [0.3181, -4.3655, -2.9171], [0.6219, -3.0820, -3.3357], [-0.0079, -2.0325, -2.6782], [-0.8852, -2.1911, -1.6961], [-7.4420, -4.2389, 1.9187], [-6.5195, -3.0943, 0.9255], [-7.6339, -2.4948, 2.1624], [-5.0733, -4.0949, 2.6764], [-6.1361, -3.4707, 3.9395], [-5.3661, -1.2498, 3.4031], [-3.4078, -4.9940, 0.8564], [-1.7426, -5.5505, 0.6301], [-2.8692, -5.5904, -0.7276], [-0.8269, -5.5431, -1.5505], [0.7783, -5.2266, -3.3888], [1.3099, -2.8821, -4.1468], [0.2031, -1.0024, -2.9677], [3.3955, -1.4346, -2.0119], [2.5332, -0.7620, -1.2061], [2.6341, -0.7110, 0.0771], [3.6566, -1.3730, 0.7205], [3.7672, -1.3603, 2.0085], [2.6530, -0.8213, 2.6220], [2.8738, 0.0489, 3.5155], [1.7613, 0.6924, 4.2301], [2.0461, 1.6204, 5.2333], [0.9978, 2.2552, 5.8783], [-0.2978, 1.9501, 5.4998], [-0.4884, 1.0107, 4.4911], [0.5068, 0.3906, 3.8735], [4.6446, -2.0932, -0.0910], [5.7339, -2.7686, 0.4614], [6.6346, -3.4346, -0.3450], [6.4588, -3.4339, -1.7285], [5.3890, -2.7754, -2.2986], [4.4760, -2.1062, -1.4806], [3.2289, -1.4158, -3.0055], [1.7573, -0.1785, -1.7119], [3.8865, 0.3857, 3.7542], [3.0759, 1.8368, 5.4901], [1.1920, 2.9840, 6.6563], [-1.1515, 2.4291, 5.9604], [-1.4858, 0.7375, 4.1550], [5.8433, -2.7482, 1.5372], [7.4766, -3.9563, 0.0919], [7.1669, -3.9516, -2.3637], [5.2459, -2.7656, -3.3724], [0.0110, 2.7932, -1.2273], [0.2608, 2.3192, -2.3766], [0.7256, 1.1619, -2.5437], [-0.0127, 3.2302, -3.5601], [-0.5290, 4.4901, -3.2423], [-0.8661, 5.4270, -4.1983], [-0.6863, 5.0884, -5.5402], [-0.1682, 3.8604, -5.8799], [0.2103, 2.8761, -4.9257], [0.9008, 1.4133, -5.5703], [-0.6576, 4.6968, -2.1877], [-1.2649, 6.3936, -3.9092], [-0.9540, 5.7902, -6.3261], [-0.0216, 3.6004, -6.9211]],
  "charge": -2,
  "e_homo_ev": -0.741,
  "lumo_ev": 3.849,
  "homo_lumo_gap_ev": 4.59
}

***

Name the least stable of them. b.

***

a | {
  "formula": "F2HPS2",
  "method": "ωB97M-V/def2-TZVPD",
  "elements": ["F", "P", "F", "S", "S", "H"],
  "coordinates": [[1.0740, -0.5950, 2.6877], [1.6031, 0.6061, 1.7492], [3.0925, -0.0597, 1.6892], [1.3930, 2.2483, 2.6372], [1.0089, 0.1683, -0.7267], [-0.2452, 0.3827, -0.2471]],
  "e_homo_ev": -10.251,
  "lumo_ev": -2.064,
  "homo_lumo_gap_ev": 8.19
}

***

b | {
  "formula": "F2HPS2",
  "method": "ωB97M-V/def2-TZVPD",
  "elements": ["F", "F", "P", "S", "S", "H"],
  "coordinates": [[3.6088, -2.4272, 3.4557], [2.1697, -3.7178, 2.2908], [2.1521, -3.0067, 3.7050], [1.0869, -0.6172, 1.4063], [0.2678, 1.0642, 0.6329], [0.0820, 0.8694, -0.7946]],
  "e_homo_ev": [-9.225, -8.213],
  "lumo_ev": [-0.768, -2.040],
  "homo_lumo_gap_ev": [8.46, 6.17]
}

***

Name the least stable of them. b.

***

a | {
  "formula": "C9H19N3O3",
  "method": "ωB97M-V/def2-TZVPD",
  "elements": ["C", "C", "N", "C", "O", "N", "C", "C", "C", "C", "C", "N", "C", "O", "O", "H", "H", "H", "H", "H", "H", "H", "H", "H", "H", "H", "H", "H", "H", "H", "H", "H", "H", "H"],
  "coordinates": [[0.3902, 0.3980, -4.2378], [-0.3051, 0.3249, -2.8934], [-1.6231, 1.0034, -2.8402], [0.5569, 0.9798, -1.7925], [1.4600, 1.7370, -2.0779], [0.2093, 0.7378, -0.4966], [-0.7664, -0.1698, 0.0883], [-0.1527, -1.0827, 1.1476], [0.5983, -0.3441, 2.2561], [1.0057, -1.2586, 3.4141], [1.9412, -2.4138, 3.0366], [3.2209, -2.0351, 2.4420], [-1.9835, 0.6158, 0.6270], [-2.3464, 0.5444, 1.7735], [-2.6276, 1.3679, -0.2700], [1.3208, -0.1242, -4.2229], [-0.2264, -0.0263, -5.0037], [0.6013, 1.4357, -4.4618], [-0.4300, -0.7075, -2.6337], [-1.5396, 1.9412, -3.1817], [-2.2534, 0.5327, -3.4749], [0.7758, 1.2514, 0.1374], [-1.1737, -0.8055, -0.7068], [-0.9815, -1.6623, 1.6233], [0.5447, -1.7949, 0.6311], [-0.0536, 0.4895, 2.6632], [1.5143, 0.1071, 1.8621], [0.1024, -1.6792, 3.8719], [1.4558, -0.6300, 4.1964], [1.4334, -3.1041, 2.3478], [2.1329, -2.9864, 3.9136], [3.7213, -1.3523, 3.0341], [3.0703, -1.5696, 1.5610], [-2.2606, 1.2507, -1.1746]],
  "e_homo_ev": -9.374,
  "lumo_ev": 0.464,
  "homo_lumo_gap_ev": 9.84
}

***

b | {
  "formula": "C9H19N3O3",
  "method": "ωB97M-V/def2-TZVPD",
  "elements": ["C", "C", "N", "C", "O", "C", "N", "C", "C", "C", "C", "N", "C", "O", "O", "H", "H", "H", "H", "H", "H", "H", "H", "H", "H", "H", "H", "H", "H", "H", "H", "H", "H", "H"],
  "coordinates": [[3.3222, 2.3655, 0.3310], [2.5619, 1.1029, -0.3122], [1.3521, 0.7696, 0.5335], [0.8538, -0.5089, 0.7596], [1.1126, -1.2026, 1.7152], [-0.0169, -1.2042, -0.4375], [0.6564, -2.2825, -1.0583], [-1.2800, -1.8154, 0.2408], [-2.1211, -0.9157, 1.1456], [-2.5670, 0.4354, 0.6816], [-3.5216, 0.3896, -0.5403], [-3.8600, 1.7448, -0.8095], [3.4695, -0.0733, -0.2922], [4.3840, -0.2342, 0.4767], [3.2602, -0.8738, -1.3639], [4.4274, 2.4817, 0.1366], [3.1341, 2.2826, 1.3517], [2.9066, 3.3472, -0.0284], [2.1188, 1.3944, -1.2446], [1.5319, 1.0841, 1.4785], [-0.3645, -0.5319, -1.1359], [0.9026, -2.8567, -0.2787], [1.4616, -1.9879, -1.6030], [-1.0108, -2.7483, 0.8050], [-1.9707, -2.1223, -0.5289], [-1.5532, -0.6371, 2.0126], [-3.1317, -1.2505, 1.6263], [-1.6712, 0.9546, 0.5447], [-3.0322, 0.8979, 1.5614], [-3.0957, -0.3074, -1.3984], [-4.4023, 0.0296, -0.0635], [-4.4969, 1.7693, -1.6356], [-3.1418, 2.2312, -1.3765], [3.7820, -1.7277, -1.2932]],
  "e_homo_ev": -9.109,
  "lumo_ev": 0.524,
  "homo_lumo_gap_ev": 9.63
}

***

Name the least stable of them. b.